{
  "formula": "C15H24AuF3N5OPS",
  "method": "ωB97M-V with the def2-TZVPD basis set",
  "homo_lumo_gap_ev": 5.311,
  "e_lumo_ev": -9.6,
  "charge": 2,
  "relative_energy_kcal_mol": 21.8,
  "e_tot_ha": -2109.28283,
  "elements": ["Au", "F", "C", "F", "F", "C", "C", "C", "C", "N", "C", "S", "H", "H", "H", "C", "P", "C", "C", "O", "H", "H", "H", "H", "H", "H", "H", "H", "H", "C", "N", "C", "N", "C", "N", "C", "N", "C", "C", "H", "H", "H", "H", "H", "H", "H", "H", "H", "H", "H", "H"],
  "xyz": [[-0.207, 0.234, 0.016], [-5.085, 0.561, -3.923], [-4.464, 0.431, -2.764], [-4.602, -0.835, -2.340], [-5.047, 1.222, -1.856], [-2.993, 0.760, -2.882], [-2.398, 1.107, -4.082], [-1.017, 1.310, -4.143], [-0.265, 1.144, -3.007], [-0.866, 0.826, -1.843], [-2.180, 0.648, -1.770], [-2.617, 0.283, -0.115], [-3.009, 1.225, -4.967], [-0.534, 1.590, -5.069], [0.806, 1.293, -2.993], [2.434, -3.819, -1.083], [1.260, -2.620, -1.693], [2.071, -1.636, -2.952], [-0.052, -3.533, -2.489], [0.736, -1.763, -0.534], [2.825, -4.422, -1.904], [1.923, -4.473, -0.375], [3.256, -3.311, -0.578], [2.700, -2.259, -3.589], [2.690, -0.878, -2.468], [1.316, -1.152, -3.573], [0.345, -4.064, -3.357], [-0.848, -2.860, -2.810], [-0.457, -4.260, -1.784], [-0.324, -1.652, 2.253], [-0.102, -1.974, 3.628], [1.323, -1.813, 3.946], [1.750, -0.422, 3.721], [1.565, -0.064, 2.346], [0.093, -0.201, 1.977], [-0.720, 0.701, 2.903], [-0.486, 0.324, 4.263], [-0.890, -1.072, 4.480], [0.943, 0.465, 4.578], [-1.382, -1.750, 2.003], [0.259, -2.292, 1.599], [1.917, -2.483, 3.326], [1.487, -2.067, 4.991], [2.138, -0.727, 1.694], [1.870, 0.971, 2.181], [-1.775, 0.592, 2.649], [-0.410, 1.733, 2.738], [-1.950, -1.186, 4.254], [-0.728, -1.331, 5.524], [1.106, 0.195, 5.619], [1.253, 1.499, 4.433]],
  "forces_ev_per_a": [[-1.10, -0.25, -0.41], [-0.06, 0.04, -0.06], [0.03, 0.07, 0.04], [-0.01, -0.06, 0.02], [-0.01, 0.03, 0.03], [-0.09, -0.09, -0.26], [0.07, 0.03, 0.04], [-0.11, 0.03, -0.10], [0.05, 0.09, 0.13], [0.53, -0.24, -0.06], [-0.31, 0.07, -0.09], [0.86, 0.28, 0.49], [0.00, -0.04, 0.00], [-0.03, 0.01, 0.03], [-0.04, -0.05, 0.04], [-0.04, 0.01, 0.03], [0.12, -0.05, 0.08], [-0.06, 0.10, 0.04], [-0.03, -0.02, 0.03], [0.36, 0.31, -0.16], [0.00, 0.02, 0.04], [0.06, -0.01, 0.01], [0.02, -0.03, -0.03], [-0.02, 0.01, 0.01], [0.06, -0.04, -0.05], [0.04, 0.01, -0.03], [-0.04, 0.00, 0.02], [0.02, -0.01, -0.01], [-0.05, 0.01, -0.03], [-0.01, -0.06, 0.33], [0.04, 0.07, 0.11], [-0.11, 0.14, -0.10], [-0.05, -0.02, 0.17], [0.07, -0.06, 0.10], [-0.41, -0.29, -0.25], [0.12, -0.03, 0.26], [0.09, -0.03, 0.11], [0.11, 0.05, -0.13], [-0.07, -0.09, -0.16], [-0.01, 0.11, -0.01], [0.08, 0.05, -0.05], [0.00, -0.01, -0.03], [0.02, 0.00, 0.03], [-0.08, -0.04, -0.02], [-0.09, 0.04, -0.01], [0.01, -0.07, -0.04], [0.04, 0.00, -0.09], [-0.02, 0.00, -0.02], [0.01, 0.00, 0.03], [0.01, -0.01, 0.03], [0.00, 0.02, -0.02]]
}